Density functional theory data (ωB97M-V/def2-TZVPD) for an isolated molecule of C4H6O2.

Last columns: bonded neighbours and bond lengths (Å).
Positions of all 12 atoms, in Å:
1 O 1.950 -0.237 0.543  C3 1.409, H11 0.966
2 O 0.452 1.276 -1.907  C4 1.200
3 C 0.789 -0.555 -0.191  O1 1.409, C4 1.553, C6 1.545, H10 1.095
4 C 0.100 0.582 -0.994  O2 1.200, C3 1.553, C5 1.534
5 C -1.183 0.489 -0.159  C4 1.534, C6 1.550, H8 1.096, H9 1.096
6 C -0.485 -0.610 0.681  C3 1.545, C5 1.550, H7 1.090, H12 1.092
7 H -0.120 -0.261 1.647  C6 1.090
8 H -1.439 1.407 0.382  C5 1.096
9 H -2.058 0.199 -0.753  C5 1.096
10 H 1.037 -1.437 -0.791  C3 1.095
11 H 1.968 0.707 0.744  O1 0.966
12 H -1.010 -1.561 0.796  C6 1.092

Values from the calculation:
F_max = 0.60 eV Å⁻¹
SMILES = O=C1CC[C@@H]1O
energy = -8338.9298 eV
frontier orbital gap = 10.34 eV
2S+1 = 1

How positive or negative is each atom? The natural (NBO) charges in e answer that: -0.694, -0.490, -0.010, 0.577, -0.538, -0.436, 0.220, 0.238, 0.239, 0.201, 0.471, 0.221